Density functional theory data (the ωB97M-V functional and the def2-TZVPD basis) for a structure of composition C55H44CrF9N4P2S.

Element x y z (Å)
1 Cr -10.850 -13.386 13.190
2 C -14.030 -14.474 12.127
3 C -13.991 -13.135 12.774
4 C -15.201 -12.455 12.805
5 C -15.209 -11.214 13.461
6 C -14.062 -10.627 13.946
7 C -12.887 -11.364 13.809
8 N -12.859 -12.576 13.258
9 C -11.585 -10.759 14.187
10 C -11.418 -9.528 14.856
11 C -10.143 -9.130 15.162
12 C -9.047 -9.929 14.817
13 C -9.275 -11.129 14.177
14 N -10.528 -11.516 13.888
15 C -8.223 -12.116 14.004
16 C -6.879 -11.822 14.214
17 C -5.968 -12.798 13.856
18 C -6.377 -14.053 13.487
19 C -7.749 -14.340 13.417
20 C -8.219 -15.710 13.047
21 N -8.680 -13.344 13.624
22 H -14.929 -14.457 11.528
23 H -13.986 -15.283 12.838
24 H -13.223 -14.586 11.426
25 H -16.114 -12.903 12.423
26 H -16.106 -10.592 13.508
27 H -14.070 -9.633 14.355
28 H -12.212 -8.789 15.021
29 H -9.963 -8.228 15.688
30 H -8.032 -9.607 15.144
31 H -6.534 -10.812 14.519
32 H -4.922 -12.528 13.901
33 H -5.693 -14.866 13.215
34 H -7.322 -16.337 13.069
35 H -8.731 -15.776 12.104
36 H -8.876 -16.056 13.838
37 S -12.487 -17.525 13.684
38 C -11.971 -17.438 12.061
39 C -11.312 -16.261 11.803
40 C -11.318 -15.369 12.907
41 C -11.968 -15.913 14.004
42 C -11.977 -15.199 15.271
43 C -12.604 -15.602 16.467
44 C -12.400 -14.876 17.629
45 C -11.732 -13.646 17.548
46 C -11.202 -13.291 16.351
47 N -11.315 -14.032 15.234
48 H -12.121 -18.301 11.405
49 H -10.872 -16.026 10.849
50 H -13.197 -16.511 16.458
51 H -12.787 -15.239 18.575
52 H -11.674 -12.951 18.392
53 H -10.665 -12.396 16.221
54 C -6.086 -13.828 17.960
55 P -7.527 -12.735 18.394
56 C -6.787 -12.038 19.956
57 C -8.658 -14.007 19.079
58 C -8.817 -15.225 18.450
59 C -9.652 -16.215 18.982
60 C -10.343 -15.992 20.156
61 C -10.198 -14.770 20.792
62 C -9.363 -13.800 20.269
63 H -6.267 -14.257 16.982
64 H -5.947 -14.630 18.717
65 H -5.154 -13.212 17.894
66 H -6.381 -12.746 20.632
67 H -7.533 -11.386 20.425
68 H -6.059 -11.379 19.550
69 H -8.309 -15.468 17.468
70 H -9.786 -17.187 18.465
71 H -11.021 -16.753 20.587
72 H -10.693 -14.591 21.769
73 H -9.157 -12.916 20.839
74 F -8.024 -8.041 7.011
75 C -7.506 -8.532 8.170
76 F -7.508 -7.527 9.112
77 F -6.235 -8.866 8.023
78 C -8.401 -9.586 8.723
79 C -8.027 -10.204 9.918
80 C -8.874 -11.188 10.423
81 C -10.050 -11.516 9.770
82 C -10.407 -10.893 8.546
83 C -9.572 -9.900 8.067
84 P -11.142 -12.765 10.428
85 C -12.754 -11.867 10.228
86 C -12.783 -10.635 10.893
87 C -13.854 -9.791 10.866
88 C -14.946 -10.205 10.158
89 C -14.958 -11.403 9.461
90 C -13.858 -12.274 9.458
91 C -16.226 -9.397 10.256
92 F -15.921 -8.088 10.451
93 F -16.970 -9.417 9.125
94 F -17.039 -9.759 11.279
95 C -11.033 -14.097 9.193
96 C -9.772 -14.334 8.608
97 C -9.555 -15.417 7.774
98 C -10.611 -16.244 7.486
99 C -11.876 -15.955 7.928
100 C -12.078 -14.960 8.896
101 C -10.380 -17.528 6.715
102 F -11.512 -17.971 6.178
103 F -9.949 -18.500 7.550
104 F -9.462 -17.396 5.785
105 H -7.088 -9.941 10.364
106 H -8.653 -11.735 11.348
107 H -11.383 -11.136 8.128
108 H -9.712 -9.396 7.132
109 H -11.895 -10.372 11.500
110 H -13.857 -8.863 11.386
111 H -15.848 -11.696 8.911
112 H -13.889 -13.189 8.881
113 H -8.977 -13.640 8.769
114 H -8.574 -15.563 7.403
115 H -12.700 -16.556 7.601
116 H -13.059 -14.849 9.334

maximum force = 2.29 eV Å⁻¹
net charge = +2
<S²> = 3.8139
E_HOMO (spin up / spin down) = -12.449 / -12.449 eV
2S+1 = 4

---

Density functional theory data (the ωB97M-V functional and the def2-TZVPD basis) for a structure of composition C55H44F4N2P2Pd.

Element x y z (Å)
1 F -5.561 1.984 -0.362
2 C -4.466 1.884 0.473
3 C -4.628 2.234 1.811
4 C -3.486 2.104 2.603
5 F -3.608 2.368 3.953
6 C -2.247 1.694 2.113
7 C -2.138 1.255 0.766
8 C -0.889 0.618 0.237
9 C -0.841 -0.059 -1.047
10 C 0.232 -0.119 -1.944
11 C 1.613 0.064 -1.630
12 C 2.591 -0.858 -2.124
13 C 3.946 -0.666 -1.904
14 F 4.835 -1.633 -2.334
15 C 4.460 0.427 -1.201
16 C 3.506 1.292 -0.669
17 F 3.961 2.266 0.205
18 C 2.136 1.183 -0.913
19 Pd -0.910 -1.432 0.906
20 P -2.555 -2.973 0.699
21 C -3.644 -2.584 -0.707
22 C -3.222 -2.946 -2.002
23 C -3.941 -2.505 -3.116
24 C -5.080 -1.710 -2.938
25 C -5.536 -1.404 -1.652
26 C -4.823 -1.842 -0.533
27 C -2.279 -4.739 0.386
28 C -3.278 -5.539 -0.209
29 C -3.040 -6.893 -0.468
30 C -1.794 -7.451 -0.143
31 C -0.800 -6.670 0.468
32 C -1.050 -5.320 0.735
33 C -3.690 -2.905 2.134
34 C -4.344 -4.058 2.605
35 C -5.158 -3.976 3.735
36 C -5.265 -2.771 4.436
37 C -4.599 -1.627 3.988
38 C -3.847 -1.682 2.815
39 P 0.634 -2.087 2.351
40 C 0.937 -0.575 3.310
41 C 0.565 -0.513 4.661
42 C 0.630 0.718 5.317
43 C 1.116 1.847 4.650
44 C 1.556 1.767 3.322
45 C 1.461 0.550 2.645
46 C 0.254 -3.460 3.491
47 C 1.206 -4.480 3.680
48 C 0.862 -5.621 4.405
49 C -0.409 -5.716 4.978
50 C -1.340 -4.678 4.849
51 C -1.024 -3.564 4.071
52 C 2.256 -2.459 1.631
53 C 3.415 -1.873 2.169
54 C 4.664 -2.226 1.663
55 C 4.755 -3.217 0.684
56 C 3.608 -3.816 0.151
57 C 2.348 -3.414 0.595
58 C -3.258 1.454 -0.071
59 H -5.566 2.618 2.210
60 H -1.396 1.571 2.786
61 H 0.030 1.119 0.542
62 H -1.793 -0.453 -1.414
63 H 0.000 -0.516 -2.959
64 H 2.255 -1.761 -2.639
65 H 5.519 0.521 -0.969
66 H 1.478 1.980 -0.565
67 H -2.329 -3.568 -2.137
68 H -3.609 -2.777 -4.122
69 H -5.608 -1.320 -3.811
70 H -6.445 -0.813 -1.512
71 H -5.184 -1.600 0.470
72 H -4.242 -5.112 -0.495
73 H -3.820 -7.514 -0.925
74 H -1.584 -8.500 -0.366
75 H 0.175 -7.102 0.734
76 H -0.286 -4.693 1.206
77 H -4.222 -5.015 2.094
78 H -5.707 -4.858 4.071
79 H -5.870 -2.717 5.337
80 H -4.648 -0.683 4.534
81 H -3.334 -0.786 2.441
82 H 0.254 -1.425 5.176
83 H 0.319 0.787 6.359
84 H 1.175 2.803 5.168
85 H 2.003 2.624 2.809
86 H 1.796 0.457 1.600
87 H 2.201 -4.381 3.241
88 H 1.596 -6.421 4.530
89 H -0.681 -6.607 5.537
90 H -2.312 -4.720 5.343
91 H -1.780 -2.792 3.865
92 H 3.354 -1.155 2.987
93 H 5.561 -1.732 2.046
94 H 5.732 -3.513 0.305
95 H 3.691 -4.586 -0.623
96 H 1.436 -3.824 0.140
97 H -3.204 1.149 -1.117
98 C 3.368 7.799 0.104
99 C 2.723 6.530 -0.343
100 C 2.644 5.248 0.329
101 N 1.934 4.391 -0.462
102 C 1.605 5.114 -1.586
103 N 2.072 6.398 -1.520
104 H 3.946 7.641 1.029
105 H 4.050 8.197 -0.669
106 H 2.619 8.590 0.297
107 H 3.092 5.058 1.295
108 H 1.045 4.742 -2.433

maximum force = 3.41 eV Å⁻¹
E_HOMO = -5.106 eV
2S+1 = 1

---

Density functional theory data (the ωB97M-V functional and the def2-TZVPD basis) for a cluster of 4 separate species, C55H47F29IN3O6S2 in total.

Element x y z (Å)
1 C -0.448 -3.929 1.469
2 C 0.498 -2.797 1.037
3 I 2.128 -3.537 -0.127
4 C -0.224 -1.631 0.339
5 C 0.387 -0.298 0.672
6 C 0.190 0.253 1.945
7 C -0.685 -0.413 2.970
8 C -2.183 0.080 2.939
9 C -2.594 0.821 1.671
10 C -4.092 1.066 1.572
11 C -4.586 1.530 0.342
12 C -5.947 1.749 0.141
13 C -6.826 1.499 1.190
14 C -6.339 1.059 2.410
15 C -4.983 0.831 2.611
16 C 0.817 1.463 2.269
17 C 0.598 1.978 3.670
18 C 1.516 1.642 4.649
19 C 1.307 2.061 5.943
20 C 0.163 2.809 6.179
21 C -0.668 3.108 5.127
22 N -0.493 2.713 3.859
23 C 1.597 2.139 1.326
24 S 2.430 3.649 1.764
25 O 3.658 3.770 1.031
26 O 2.593 3.770 3.185
27 C 1.395 5.068 1.122
28 F 0.840 4.656 -0.027
29 F 2.218 6.066 0.852
30 C 0.251 5.586 2.026
31 F -0.102 6.793 1.552
32 F -0.801 4.810 1.933
33 F 0.616 5.740 3.274
34 C 1.750 1.638 0.024
35 C 1.151 0.413 -0.259
36 S 1.372 -0.266 -1.895
37 C 1.354 1.240 -2.842
38 C 0.809 1.266 -4.121
39 C 0.822 2.456 -4.859
40 C 0.278 2.516 -6.253
41 C 1.340 2.257 -7.367
42 C 2.391 1.246 -6.992
43 O 3.362 1.528 -6.370
44 N 2.129 -0.087 -7.508
45 C 2.083 -1.136 -6.510
46 C 0.921 -1.902 -6.462
47 C 0.780 -2.938 -5.549
48 C 1.823 -3.214 -4.675
49 C 3.003 -2.479 -4.719
50 C 3.119 -1.442 -5.637
51 C 1.359 3.587 -4.251
52 C 1.896 3.552 -2.972
53 C 1.906 2.368 -2.246
54 N 2.486 2.349 -0.948
55 H -0.349 -4.804 0.835
56 H -0.257 -4.212 2.499
57 H -1.489 -3.616 1.408
58 H 0.947 -2.417 1.945
59 H -0.248 -1.806 -0.732
60 H -1.258 -1.635 0.674
61 H -0.279 -0.255 3.962
62 H -0.714 -1.484 2.819
63 H -2.276 0.781 3.763
64 H -2.825 -0.781 3.099
65 H -2.106 1.790 1.612
66 H -2.349 0.208 0.807
67 H -3.892 1.716 -0.467
68 H -6.267 2.093 -0.829
69 H -7.882 1.652 1.026
70 H -7.051 0.876 3.203
71 H -4.613 0.476 3.559
72 H 2.384 1.064 4.384
73 H 1.991 1.805 6.735
74 H -0.081 3.156 7.169
75 H -1.543 3.715 5.319
76 H 0.396 0.374 -4.567
77 H -0.508 1.785 -6.407
78 H -0.127 3.502 -6.459
79 H 1.846 3.175 -7.653
80 H 0.850 1.858 -8.249
81 H 2.885 -0.312 -8.149
82 H 0.111 -1.687 -7.144
83 H -0.127 -3.520 -5.524
84 H 1.683 -4.011 -3.960
85 H 3.810 -2.691 -4.037
86 H 4.030 -0.864 -5.655
87 H 1.369 4.521 -4.795
88 H 2.298 4.469 -2.569
89 H 3.470 2.111 -0.952
90 F 4.071 -2.425 4.534
91 C 3.882 -1.265 3.880
92 F 2.627 -1.285 3.361
93 C 4.884 -1.076 2.740
94 F 4.694 -2.017 1.795
95 F 4.576 0.129 2.180
96 C 6.376 -1.008 3.107
97 O 7.150 -2.185 2.959
98 C 7.230 -3.129 3.951
99 F 6.684 -2.695 5.102
100 F 8.542 -3.341 4.191
101 C 6.639 -4.471 3.508
102 F 5.350 -4.331 3.145
103 F 6.696 -5.339 4.544
104 H 3.949 -0.435 4.591
105 H 6.806 -0.324 2.377
106 H 6.532 -0.542 4.081
107 H 7.206 -4.871 2.665
108 F -6.144 7.960 -1.257
109 C -5.195 7.613 -2.147
110 F -5.818 7.234 -3.290
111 C -4.342 6.449 -1.642
112 F -5.097 5.339 -1.516
113 F -3.428 6.210 -2.626
114 C -3.529 6.654 -0.355
115 O -4.061 6.147 0.855
116 C -4.939 6.858 1.629
117 F -5.055 8.135 1.218
118 F -4.429 6.891 2.880
119 C -6.299 6.160 1.724
120 F -6.837 5.988 0.502
121 F -7.139 6.931 2.453
122 H -4.569 8.483 -2.367
123 H -2.632 6.059 -0.504
124 H -3.190 7.685 -0.251
125 H -6.187 5.186 2.205
126 F 1.105 -9.498 -0.497
127 C 0.588 -10.721 -0.268
128 F 1.374 -11.627 -0.897
129 C -0.837 -10.846 -0.812
130 F -0.832 -10.742 -2.158
131 F -1.231 -12.116 -0.509
132 C -1.913 -9.917 -0.227
133 O -2.250 -8.747 -0.952
134 C -1.549 -7.578 -0.803
135 F -0.692 -7.634 0.233
136 F -2.448 -6.609 -0.519
137 C -0.849 -7.162 -2.100
138 F -0.004 -8.120 -2.524
139 F -0.134 -6.038 -1.865
140 H 0.611 -10.929 0.806
141 H -2.828 -10.507 -0.252
142 H -1.727 -9.698 0.825
143 H -1.584 -6.970 -2.884

maximum force = 2.03 eV Å⁻¹
E_HOMO = -8.141 eV
2S+1 = 1

---

Density functional theory data (the ωB97M-V functional and the def2-TZVPD basis) for a structure of composition C55H47InN2O4P2S2.

Element x y z (Å)
1 In 0.653 -2.254 -0.595
2 O -1.184 3.035 1.771
3 C 0.993 3.743 0.590
4 C 1.245 5.056 1.227
5 C 2.488 5.518 1.488
6 C 3.610 4.751 1.118
7 C 3.478 3.523 0.468
8 C 2.234 3.022 0.216
9 P 1.920 1.360 -0.439
10 C 3.247 0.323 0.349
11 C 4.534 0.411 -0.220
12 C 5.609 -0.237 0.362
13 C 5.432 -0.998 1.512
14 C 4.177 -1.079 2.089
15 C 3.098 -0.412 1.519
16 C 2.701 1.386 -2.145
17 C 2.940 0.175 -2.799
18 C 3.351 0.152 -4.123
19 C 3.529 1.342 -4.819
20 C 3.293 2.551 -4.185
21 C 2.873 2.574 -2.858
22 C -1.949 3.963 1.112
23 C -2.148 5.256 1.550
24 C -3.106 6.031 0.899
25 C -3.869 5.499 -0.129
26 C -3.683 4.182 -0.538
27 C -2.689 3.426 0.067
28 P -2.278 1.676 -0.176
29 C -3.316 0.760 0.966
30 C -4.468 0.136 0.471
31 C -5.317 -0.534 1.338
32 C -5.028 -0.587 2.695
33 C -3.900 0.053 3.191
34 C -3.050 0.738 2.339
35 C -2.698 1.193 -1.861
36 C -2.651 -0.175 -2.151
37 C -2.850 -0.622 -3.445
38 C -3.105 0.292 -4.463
39 C -3.162 1.649 -4.182
40 C -2.952 2.103 -2.885
41 H 0.379 5.667 1.456
42 H 2.622 6.484 1.958
43 H 4.604 5.129 1.338
44 H 4.358 2.962 0.182
45 H 4.712 0.982 -1.119
46 H 6.590 -0.152 -0.090
47 H 6.272 -1.519 1.956
48 H 4.014 -1.661 2.989
49 H 2.159 -0.472 2.018
50 H 2.832 -0.754 -2.258
51 H 3.544 -0.796 -4.611
52 H 3.863 1.323 -5.849
53 H 3.440 3.483 -4.720
54 H 2.695 3.529 -2.379
55 H -1.617 5.635 2.417
56 H -3.287 7.046 1.235
57 H -4.639 6.101 -0.596
58 H -4.332 3.760 -1.295
59 H -4.720 0.189 -0.579
60 H -6.208 -1.013 0.950
61 H -5.692 -1.114 3.370
62 H -3.686 0.029 4.253
63 H -2.191 1.257 2.740
64 H -2.461 -0.885 -1.356
65 H -2.811 -1.684 -3.660
66 H -3.254 -0.058 -5.478
67 H -3.364 2.361 -4.973
68 H -2.965 3.166 -2.688
69 O -0.100 -2.402 3.764
70 S -0.126 -2.426 2.330
71 O 1.067 -3.028 1.697
72 N -0.369 -1.029 1.574
73 C 0.063 0.193 2.063
74 C 0.365 0.474 3.368
75 C 0.860 1.757 3.756
76 C 0.878 2.829 2.947
77 C 0.244 2.732 1.606
78 C 0.277 4.008 -0.753
79 C 0.061 3.047 -1.644
80 C 0.196 1.590 -1.281
81 N -0.649 1.187 -0.119
82 C 0.264 1.293 1.038
83 C -1.484 -3.409 1.788
84 C -1.554 -4.697 2.316
85 C -2.562 -5.543 1.888
86 C -3.483 -5.105 0.941
87 C -3.416 -3.814 0.439
88 C -2.414 -2.951 0.865
89 H 0.256 -0.298 4.109
90 H 1.202 1.880 4.779
91 H 1.197 3.802 3.302
92 H 0.071 5.043 -1.007
93 H -0.297 3.305 -2.635
94 H 0.057 0.944 -2.142
95 H -0.825 -5.012 3.058
96 H -2.634 -6.545 2.294
97 H -4.262 -5.777 0.599
98 H -4.151 -3.473 -0.278
99 H -2.360 -1.927 0.517
100 O 0.153 -4.672 -0.744
101 S 0.867 -5.705 0.134
102 C 0.502 -7.301 -0.671
103 C 1.844 -7.965 -0.957
104 C 2.746 -6.839 -1.455
105 C 2.616 -5.739 -0.408
106 H -0.035 -7.035 -1.583
107 H -0.149 -7.880 -0.016
108 H 1.740 -8.768 -1.685
109 H 2.258 -8.393 -0.040
110 H 2.386 -6.480 -2.422
111 H 3.779 -7.161 -1.575
112 H 2.850 -4.738 -0.773
113 H 3.211 -5.949 0.485

maximum force = 1.18 eV Å⁻¹
net charge = +2
E_HOMO = -11.638 eV
relative energy (zero: lowest compared OMol25 entry of this formula, charge and spin) = 7.629 eV
2S+1 = 1